1.
Here is a structure of composition C35H33N5O2PtSTe in a non-equilibrium geometry from the OMol25 dataset. Energies are from ωB97M-V with the def2-TZVPD basis set.

## Properties
E_LUMO (alpha / beta) ... -2.76 / -5.96 eV
ΔE to the lowest compared entry with this formula, charge and spin ... 0.00 kcal/mol

ORCA input file:
```
! wB97M-V def2-TZVPD RIJCOSX def2/J DEFGRID3
* xyz 1 6
Pt 1.965 0.227 0.006
C -0.327 -4.035 2.830
C 1.001 -4.074 3.247
C 1.828 -3.005 2.998
C 1.335 -1.822 2.398
C -0.023 -1.829 1.948
C -0.844 -2.909 2.189
N 2.139 -0.765 2.094
C 3.200 -0.378 2.761
C 3.437 -0.681 4.118
C 4.630 -0.286 4.734
C 5.629 0.298 3.949
C 5.437 0.605 2.606
C 4.216 0.342 2.054
N 3.837 0.794 0.758
N 4.583 1.617 0.097
C 3.980 2.185 -0.973
C 4.681 3.221 -1.685
C 4.046 3.899 -2.674
C 2.661 3.663 -2.913
C 2.047 2.647 -2.202
N 2.693 1.927 -1.279
H -0.984 -4.891 3.002
H 1.429 -4.940 3.740
H 2.874 -3.105 3.277
H -0.447 -0.977 1.404
H -1.879 -2.919 1.829
H 2.698 -1.218 4.703
H 4.805 -0.414 5.793
H 6.590 0.551 4.423
H 6.214 1.109 2.059
H 5.745 3.377 -1.510
H 4.508 4.670 -3.276
H 2.112 4.199 -3.669
H 0.992 2.490 -2.301
C 1.372 0.333 -5.425
Te 1.726 -0.403 -3.483
C 3.795 -0.165 -3.726
H 1.688 1.401 -5.379
H 0.328 0.251 -5.684
H 2.024 -0.232 -6.117
H 4.118 -0.768 -4.565
H 4.250 -0.489 -2.790
H 3.965 0.923 -3.861
C -6.531 -2.273 1.471
C -5.691 -2.029 0.254
C -5.950 -2.743 -0.895
C -5.206 -2.579 -2.034
C -4.148 -1.675 -2.036
C -3.862 -0.947 -0.870
N -2.717 -0.102 -0.851
C -2.798 1.259 -0.693
C -4.061 1.926 -0.845
C -4.165 3.260 -0.579
C -3.075 4.025 -0.173
C -1.828 3.417 -0.060
C -1.688 2.032 -0.287
C -0.376 1.367 -0.082
O 0.563 1.861 0.627
O -0.095 0.223 -0.641
C -4.651 -1.104 0.265
C -4.427 -0.282 1.494
H -7.380 -2.865 1.214
H -6.874 -1.294 1.862
H -5.956 -2.784 2.252
H -6.744 -3.479 -0.899
H -5.412 -3.173 -2.903
H -3.526 -1.518 -2.906
H -1.803 -0.548 -0.815
H -4.918 1.346 -1.086
H -5.138 3.733 -0.670
H -3.139 5.107 0.011
H -0.938 3.967 0.171
H -3.424 0.157 1.450
H -4.580 -0.876 2.377
H -5.154 0.554 1.468
S 2.951 -2.915 -0.366
C 2.670 -1.472 -0.732
*
```

2.
Here is a cluster of 13 separate species, H26O13 in total in a non-equilibrium geometry from the OMol25 dataset. Energies are from ωB97M-V with the def2-TZVPD basis set.

## Properties
E_LUMO ... -0.51 eV
ΔE to the lowest compared entry with this formula, charge and spin ... 155.53 kcal/mol

ORCA input file:
```
! wB97M-V def2-TZVPD RIJCOSX def2/J DEFGRID3
* xyz 0 1
H -0.674 0.278 1.408
H 0.601 -0.136 0.650
H 5.776 -1.238 -1.188
H 4.673 -1.791 -0.080
H 2.511 -1.142 -1.148
H 2.096 -0.028 -0.311
H 0.186 -0.502 -2.128
H 0.657 1.005 -1.671
H 0.471 3.899 -0.215
H 0.507 4.760 1.031
H -4.414 0.303 2.321
H -4.593 1.665 2.507
H -3.492 2.502 -1.149
H -2.771 3.551 -0.325
H 4.025 2.979 -0.687
H 2.557 3.346 -1.404
H -1.961 -2.374 -0.719
H -3.004 -1.452 -0.600
H -1.878 -4.315 -0.773
H -1.575 -3.452 -2.036
H 2.411 -3.943 2.992
H 1.062 -3.594 2.657
H -2.075 -0.410 -2.027
H -2.788 -0.118 -3.252
H 1.487 0.014 2.971
H 0.032 0.177 3.193
O -0.370 -0.221 0.583
O 5.658 -1.686 -0.332
O 2.862 -0.293 -0.723
O 0.102 0.243 -1.423
O 0.275 4.797 0.037
O -3.889 1.109 2.397
O -3.248 2.743 -0.162
O 3.548 3.562 -1.309
O -2.680 -2.273 -0.168
O -2.234 -4.006 -1.562
O 1.924 -3.728 2.243
O -2.633 -0.909 -2.614
O 0.858 0.677 3.016
*
```

- What is the formula in the first record?
  C35H33N5O2PtSTe

- The lowest ΔE to the lowest compared entry with this formula, charge and spin belongs to which entry?
  C35H33N5O2PtSTe